No. 1
Here is a structure of composition C29H33IrN4S from OMol25. Energies are from ωB97M-V/def2-TZVPD.

Lowest unoccupied orbital energy (spin up / spin down): -2.2 / -6.1 eV
E_HOMO (spin up / spin down): -9.91 / -11.48 eV
E_tot: -50235.22658 eV
Kohn-Sham gap (spin up / spin down): 7.7 / 5.4 eV

ORCA input file:
```
! wB97M-V def2-TZVPD RIJCOSX def2/J DEFGRID3
* xyz 1 6
Ir 0.615 -0.182 0.483
C 1.511 0.225 4.294
C 1.898 1.520 3.626
C 2.911 2.306 4.167
C 3.268 3.508 3.581
C 2.615 3.942 2.438
C 1.599 3.187 1.865
C 0.925 3.681 0.605
C 1.254 1.982 2.479
N 0.192 1.183 1.918
C -1.080 1.615 1.923
C -1.561 2.664 2.870
C -1.928 1.010 0.976
C -3.361 1.399 0.838
N -1.349 0.085 0.177
C -2.133 -0.773 -0.674
C -2.822 -1.831 -0.081
C -2.745 -2.075 1.405
C -3.587 -2.655 -0.899
C -3.643 -2.440 -2.268
C -2.935 -1.393 -2.835
C -2.175 -0.530 -2.046
C -1.471 0.642 -2.684
H 1.669 0.290 5.370
H 2.127 -0.597 3.927
H 0.470 -0.037 4.115
H 3.413 1.970 5.067
H 4.053 4.112 4.019
H 2.899 4.880 1.975
H 1.656 4.163 -0.045
H 0.153 4.424 0.825
H 0.455 2.878 0.036
H -0.769 2.971 3.549
H -2.400 2.286 3.458
H -1.916 3.547 2.334
H -3.439 2.432 0.485
H -3.873 1.350 1.801
H -3.882 0.755 0.134
H -1.727 -1.965 1.782
H -3.091 -3.079 1.645
H -3.372 -1.371 1.960
H -4.132 -3.480 -0.455
H -4.241 -3.091 -2.895
H -2.978 -1.225 -3.906
H -1.062 0.360 -3.656
H -0.658 1.025 -2.071
H -2.168 1.467 -2.852
S 3.068 -3.452 2.197
C 2.539 -2.113 1.611
N 2.167 -1.045 1.179
C -0.100 -3.711 -1.945
C 0.842 -2.900 -2.779
C 1.326 -3.345 -3.983
C 2.253 -2.595 -4.712
C 2.732 -1.368 -4.231
C 2.297 -0.854 -3.039
C 2.788 0.453 -2.493
C 1.307 -1.615 -2.303
N 0.813 -1.106 -1.210
H -0.638 -4.432 -2.558
H -0.826 -3.083 -1.431
H 0.455 -4.265 -1.182
H 0.985 -4.300 -4.366
H 2.615 -2.972 -5.660
H 3.463 -0.814 -4.807
H 3.568 0.865 -3.130
H 3.190 0.338 -1.485
H 1.974 1.181 -2.432
*
```



No. 2
Here is a structure of composition C29H33N3O5RbS2 from OMol25. Energies are from ωB97M-V/def2-TZVPD.

Lowest unoccupied orbital energy (spin up / spin down): 1.7 / 1.7 eV
E_HOMO (spin up / spin down): -4.53 / -1.01 eV
E_tot: -67634.94226 eV
Kohn-Sham gap (spin up / spin down): 6.2 / 2.7 eV

ORCA input file:
```
! wB97M-V def2-TZVPD RIJCOSX def2/J DEFGRID3
* xyz -1 1
Rb 0.682 0.033 0.226
C 1.658 2.506 4.570
O 2.594 1.435 4.397
C 2.226 0.849 3.209
N 1.350 1.428 2.476
C 1.048 2.708 3.180
C -0.415 3.118 3.237
C -0.736 4.380 3.749
C -2.057 4.798 3.824
C -3.074 3.955 3.384
C -2.755 2.703 2.870
C -1.430 2.282 2.793
C 2.903 -0.432 2.914
C 3.860 -0.989 3.762
C 4.428 -2.196 3.403
C 4.035 -2.822 2.219
C 3.077 -2.201 1.434
N 2.526 -1.027 1.776
C 2.600 -2.816 0.159
N 1.767 -2.333 -0.675
C 1.722 -3.336 -1.776
C 2.407 -4.563 -1.182
O 3.148 -4.041 -0.080
C 0.353 -3.687 -2.307
C -0.811 -3.277 -1.666
C -2.048 -3.653 -2.169
C -2.137 -4.428 -3.317
C -0.978 -4.830 -3.968
C 0.258 -4.462 -3.463
H 2.185 3.393 4.925
H 0.920 2.214 5.321
H 1.589 3.495 2.640
H 0.050 5.055 4.087
H -2.296 5.779 4.220
H -4.110 4.279 3.438
H -3.542 2.041 2.518
H -1.161 1.213 2.349
H 4.150 -0.491 4.676
H 5.174 -2.657 4.038
H 4.469 -3.768 1.928
H 2.320 -2.921 -2.596
H 3.083 -5.047 -1.887
H 1.702 -5.309 -0.807
H -0.745 -2.654 -0.755
H -2.944 -3.332 -1.658
H -3.107 -4.713 -3.707
H -1.040 -5.430 -4.869
H 1.157 -4.781 -3.983
O -1.049 -0.080 1.850
O -1.982 -1.360 -0.512
S -1.737 -0.505 -1.701
C -3.096 -0.815 -2.914
C -4.196 0.195 -2.641
C -3.475 1.493 -2.355
C -2.423 1.162 -1.304
H -3.437 -1.836 -2.817
H -2.671 -0.673 -3.912
H -4.783 -0.109 -1.771
H -4.879 0.285 -3.490
H -4.155 2.271 -2.001
H -2.996 1.861 -3.271
H -2.862 1.108 -0.303
H -1.647 1.844 -1.285
C 1.996 3.142 -3.378
S 1.503 2.020 -2.035
C -0.051 2.919 -1.747
O 2.715 2.344 -1.197
H 2.026 4.170 -3.025
H 1.325 3.027 -4.239
H 2.973 2.824 -3.740
H -0.466 3.303 -2.680
H 0.105 3.730 -1.031
H -0.792 2.213 -1.353
*
```



No. 3
Here is a structure of composition C29H33N5O2SSn from OMol25. Energies are from ωB97M-V/def2-TZVPD.

Lowest unoccupied orbital energy (spin up / spin down): -14.2 / -13.9 eV
ΔE to the lowest compared entry with this formula, charge and spin: 0.0 kcal per mole
E_HOMO (spin up / spin down): -18.98 / -18.97 eV
E_tot: -58780.36799 eV
Kohn-Sham gap (spin up / spin down): 4.8 / 5.1 eV

ORCA input file:
```
! wB97M-V def2-TZVPD RIJCOSX def2/J DEFGRID3
* xyz 4 1
Sn -0.066 -0.428 0.163
C -2.152 3.059 -3.286
O -1.138 3.543 -2.397
C -0.817 2.558 -1.576
N -1.458 1.446 -1.674
C -2.549 1.719 -2.639
C -3.045 0.636 -3.549
C -3.354 0.908 -4.890
C -3.970 -0.056 -5.651
C -4.395 -1.286 -5.063
C -4.027 -1.597 -3.749
C -3.386 -0.647 -2.999
C 0.187 2.912 -0.547
C 0.705 4.205 -0.539
C 1.504 4.598 0.522
C 1.762 3.691 1.538
C 1.227 2.412 1.439
N 0.460 2.020 0.412
C 1.473 1.434 2.518
N 0.959 0.250 2.571
C 1.381 -0.330 3.874
C 2.428 0.687 4.390
O 2.269 1.808 3.493
C 0.182 -0.471 4.803
C -0.269 -1.775 5.175
C -1.200 -1.945 6.165
C -1.786 -0.799 6.730
C -1.328 0.505 6.381
C -0.407 0.670 5.376
H -2.955 3.790 -3.336
H -1.708 2.958 -4.278
H -3.457 1.882 -2.022
H -3.099 1.852 -5.349
H -4.136 0.122 -6.707
H -5.057 -1.950 -5.609
H -4.328 -2.537 -3.308
H -3.200 -0.828 -1.948
H 0.469 4.886 -1.344
H 1.906 5.602 0.563
H 2.366 3.962 2.392
H 1.824 -1.314 3.724
H 2.257 1.024 5.409
H 3.452 0.329 4.310
H 0.145 -2.650 4.689
H -1.513 -2.937 6.463
H -2.641 -0.909 7.389
H -1.677 1.366 6.939
H -0.079 1.670 5.122
C 3.098 -1.404 -0.940
C 2.820 -2.172 0.342
N 1.405 -2.566 0.466
C 0.995 -3.780 -0.273
C 0.845 -3.646 -1.788
S -0.035 -2.147 -2.345
C 1.217 -1.255 -3.320
C 1.851 -0.068 -2.593
N 2.106 -0.323 -1.160
H 3.077 -2.079 -1.791
H 4.108 -0.997 -0.888
H 3.053 -1.529 1.195
H 3.484 -3.040 0.384
H 1.283 -2.819 1.443
H 0.034 -4.090 0.139
H 1.710 -4.591 -0.098
H 0.246 -4.488 -2.132
H 1.799 -3.689 -2.308
H 0.713 -0.895 -4.215
H 1.956 -1.982 -3.652
H 1.187 0.795 -2.660
H 2.781 0.184 -3.113
H 2.508 0.534 -0.786
*
```



No. 4
Here is a structure of composition C29H33N7NaO2 from OMol25. Energies are from ωB97M-V/def2-TZVPD.

Lowest unoccupied orbital energy: 2.2 eV
ΔE to the lowest compared entry with this formula, charge and spin: 3.5 kcal per mole
E_HOMO: -3.36 eV
E_tot: -49550.41114 eV
Kohn-Sham gap: 5.5 eV

ORCA input file:
```
! wB97M-V def2-TZVPD RIJCOSX def2/J DEFGRID3
* xyz -1 1
Na 0.063 -0.646 0.154
C -1.282 -2.634 4.487
C -1.217 -2.168 3.042
N -0.641 -2.811 2.111
C 0.076 -4.023 2.280
C 1.149 -4.146 1.165
N 1.146 -3.006 0.286
C 1.975 -3.157 -0.878
C 1.698 -2.039 -1.880
N 0.279 -1.797 -1.980
C -0.118 -0.702 -2.829
C -1.577 -0.321 -2.555
N -1.766 -0.277 -1.149
C -2.492 0.563 -0.523
C -3.287 1.680 -1.169
C -2.514 0.426 0.915
C -3.133 1.340 1.812
C -2.961 1.174 3.141
C -1.985 0.202 3.642
C -1.817 -0.901 2.669
N -1.988 -0.703 1.391
H -0.308 -2.509 4.961
H -1.550 -3.690 4.524
H -2.019 -2.075 5.054
H 0.561 -4.118 3.268
H -0.634 -4.858 2.191
H 0.925 -5.029 0.555
H 2.139 -4.315 1.635
H 1.401 -2.169 0.799
H 1.722 -4.126 -1.329
H 3.059 -3.160 -0.647
H 2.160 -2.313 -2.853
H 2.179 -1.124 -1.532
H -0.201 -2.645 -2.260
H 0.005 -0.913 -3.912
H 0.501 0.156 -2.587
H -2.228 -1.109 -2.960
H -1.802 0.624 -3.075
H -4.091 2.017 -0.523
H -3.720 1.350 -2.111
H -2.625 2.521 -1.369
H -3.793 2.116 1.450
H -3.479 1.795 3.858
H -2.212 -0.109 4.664
O 0.650 0.102 1.962
C 0.094 1.078 2.477
C -0.455 0.924 3.854
C -0.656 2.140 4.622
C -0.814 3.319 3.972
C -0.593 3.411 2.582
C -0.114 2.358 1.825
C 0.350 2.603 0.490
N 0.850 1.710 -0.284
N 1.282 2.113 -1.489
C 2.339 1.481 -1.987
O 3.118 0.723 -1.380
C 2.560 1.753 -3.445
C 2.236 2.952 -4.072
C 2.412 3.095 -5.437
C 2.905 2.045 -6.195
C 3.248 0.856 -5.574
C 3.092 0.720 -4.210
H 0.095 0.148 4.392
H -0.808 2.069 5.692
H -1.054 4.218 4.526
H -0.734 4.373 2.102
H 0.334 3.655 0.169
H 1.857 3.769 -3.478
H 2.174 4.032 -5.921
H 3.009 2.142 -7.267
H 3.648 0.034 -6.153
H 3.378 -0.191 -3.705
*
```



No. 5
Here is a structure of composition C29H33N7O2ReSi2 from OMol25. Energies are from ωB97M-V/def2-TZVPD.

Lowest unoccupied orbital energy (spin up / spin down): -7.6 / -7.4 eV
ΔE to the lowest compared entry with this formula, charge and spin: 57.0 kcal per mole
E_HOMO (spin up / spin down): -13.69 / -13.62 eV
E_tot: -63003.56763 eV
Kohn-Sham gap (spin up / spin down): 6.1 / 6.2 eV

ORCA input file:
```
! wB97M-V def2-TZVPD RIJCOSX def2/J DEFGRID3
* xyz 2 2
Re -0.081 -1.138 -1.217
C 0.181 0.810 -5.183
C 0.005 -0.292 -6.010
C -0.013 -1.559 -5.449
C 0.133 -1.699 -4.081
N 0.268 -0.610 -3.266
C 0.297 0.611 -3.825
C 0.300 -2.991 -3.401
C 0.271 -4.259 -3.958
C 0.633 -5.333 -3.155
C 1.132 -5.118 -1.877
C 1.154 -3.821 -1.390
N 0.636 -2.828 -2.113
C 1.867 -3.288 -0.222
C 2.714 -4.055 0.557
C 3.555 -3.428 1.460
C 3.532 -2.044 1.549
C 2.628 -1.342 0.776
N 1.804 -1.936 -0.091
H 0.229 1.811 -5.588
H -0.108 -0.171 -7.079
H -0.132 -2.432 -6.074
H 0.418 1.446 -3.146
H -0.022 -4.415 -4.986
H 0.577 -6.339 -3.547
H 1.498 -5.943 -1.284
H 2.735 -5.129 0.442
H 4.229 -4.009 2.073
H 4.191 -1.516 2.223
H 2.562 -0.266 0.842
C 0.283 4.550 1.577
Si 0.859 2.769 1.571
C 1.792 2.371 -0.032
C 1.836 2.363 3.117
C -0.616 1.466 1.470
C -1.277 1.619 0.149
C -1.989 2.815 -0.056
C -2.757 3.016 -1.172
C -2.849 1.989 -2.103
C -2.092 0.871 -1.902
N -1.261 0.675 -0.839
Si -2.113 1.456 2.844
C -2.732 3.186 3.214
C -1.435 0.684 4.413
C -3.341 0.324 1.992
H 1.142 5.188 1.800
H -0.469 4.751 2.340
H -0.108 4.873 0.612
H 2.874 2.451 0.096
H 1.516 3.077 -0.818
H 1.568 1.363 -0.399
H 2.537 3.176 3.320
H 2.420 1.444 3.038
H 1.189 2.279 3.992
H -1.930 3.571 0.709
H -3.303 3.940 -1.310
H -3.499 2.054 -2.964
H -2.164 0.057 -2.611
H -1.970 3.809 3.683
H -3.551 3.093 3.934
H -3.140 3.712 2.352
H -0.430 1.015 4.679
H -1.439 -0.405 4.374
H -2.088 0.968 5.243
H -3.898 0.830 1.201
H -4.070 -0.052 2.713
H -2.834 -0.540 1.557
N 0.010 0.178 1.603
C 0.410 -0.497 2.514
N 0.766 -1.361 3.293
C 1.669 -1.706 4.175
N 2.465 -2.064 4.931
O -1.866 -1.964 -1.257
O -1.312 -2.112 -0.022
*
```



No. 6
Here is a cluster of 5 separate species, C29H34BF4O3S in total from OMol25. Energies are from ωB97M-V/def2-TZVPD.

Lowest unoccupied orbital energy: -4.3 eV
E_HOMO: -10.58 eV
E_tot: -59139.31966 eV
Kohn-Sham gap: 6.3 eV

ORCA input file:
```
! wB97M-V def2-TZVPD RIJCOSX def2/J DEFGRID3
* xyz 1 1
C 4.330 1.655 1.148
O 3.460 0.554 0.617
C 2.112 0.945 1.059
C 0.924 -0.132 0.705
C -0.248 0.092 1.876
C -1.774 -0.126 1.318
S -2.878 1.038 2.333
B -3.900 2.140 1.150
O -4.672 1.428 0.073
O -3.875 3.608 1.302
H 5.459 1.521 0.873
H 3.849 2.650 0.705
H 4.227 1.680 2.336
H 2.155 1.006 2.250
H 1.756 2.001 0.700
H 0.489 0.052 -0.389
H 1.265 -1.260 0.725
H 0.059 -0.598 2.770
H -0.160 1.220 2.256
H -1.880 0.051 0.145
H -2.081 -1.239 1.614
H -2.063 1.984 3.033
H -3.923 1.019 -0.488
H -2.929 3.975 1.230
F -3.079 -1.003 -3.336
C -4.415 -0.906 -3.337
C -5.092 -0.772 -2.129
C -6.483 -0.665 -2.130
C -7.183 -0.705 -3.338
C -6.495 -0.844 -4.544
C -5.103 -0.940 -4.544
H -4.532 -0.752 -1.200
H -7.020 -0.552 -1.192
H -8.268 -0.626 -3.337
H -7.042 -0.879 -5.483
H -4.552 -1.040 -5.473
F 3.801 5.080 0.748
C 4.263 5.336 -0.483
C 5.605 5.114 -0.770
C 6.086 5.376 -2.053
C 5.220 5.869 -3.032
C 3.875 6.094 -2.733
C 3.393 5.821 -1.453
H 6.265 4.738 0.005
H 7.131 5.198 -2.290
H 5.596 6.078 -4.032
H 3.204 6.482 -3.495
H 2.349 5.982 -1.205
F 5.789 -5.528 -1.117
C 5.562 -4.213 -1.237
C 6.251 -3.485 -2.200
C 6.011 -2.117 -2.329
C 5.093 -1.489 -1.483
C 4.411 -2.228 -0.515
C 4.642 -3.598 -0.395
H 6.966 -3.988 -2.843
H 6.539 -1.540 -3.084
H 4.910 -0.421 -1.580
H 3.700 -1.737 0.145
H 4.114 -4.189 0.346
F -2.123 -2.660 3.063
C -3.187 -3.333 3.519
C -3.068 -4.100 4.673
C -4.177 -4.798 5.151
C -5.391 -4.729 4.463
C -5.499 -3.961 3.303
C -4.393 -3.255 2.831
H -2.115 -4.148 5.189
H -4.097 -5.394 6.057
H -6.255 -5.277 4.834
H -6.444 -3.912 2.767
H -4.462 -2.645 1.936
*
```



Number 1: largest force on an atom 0.67 eV Å⁻¹. Number 2: largest force on an atom 4.48 eV Å⁻¹. Number 3: largest force on an atom 1.01 eV Å⁻¹. Number 4: largest force on an atom 1.42 eV Å⁻¹. Number 5: largest force on an atom 1.53 eV Å⁻¹. Number 6: largest force on an atom 5.13 eV Å⁻¹.